C124H82O25 | the ωB97M-V functional and the def2-TZVPD basis

The geometry in XYZ format:
```
231
Properties=species:S:1:pos:R:3:forces:R:3
C 2.41781 4.97312 -5.02077 -0.76 0.67 0.54
C 2.50828 4.74321 -3.65385 -0.67 -0.05 -0.13
C 1.54485 5.27311 -2.79333 -0.51 0.21 0.26
C 0.48718 6.08552 -3.24088 0.46 -1.87 -0.06
C 0.38174 6.21942 -4.65101 -0.79 0.87 0.10
C 1.29662 5.67251 -5.52809 2.28 -0.28 0.55
C -0.64032 7.15505 -5.26194 0.62 -0.90 4.07
O -0.64683 7.40333 -6.40744 -0.31 0.70 -3.15
C -1.56099 7.79585 -4.26291 -0.73 0.04 0.95
C -2.47081 8.70630 -4.77685 -1.63 0.56 1.59
C -3.47324 9.29218 -3.90659 2.14 -0.90 -1.04
C -3.44133 8.96915 -2.56977 -0.21 -0.30 0.58
C -2.54253 8.04245 -1.99685 0.03 0.52 -1.86
C -1.58335 7.45360 -2.84392 -0.74 0.39 -0.61
C -0.57758 6.53194 -2.25403 0.43 0.93 2.58
O -0.58546 6.34755 -0.99215 0.51 -0.21 -4.26
H 3.28783 4.70536 -5.60195 -0.32 -0.26 -0.53
H 3.29495 4.08351 -3.31866 0.15 0.22 0.41
H 1.54143 5.07283 -1.73207 0.30 -0.11 0.15
H 1.35767 5.94659 -6.57095 -0.71 -0.02 -0.10
H -2.48214 8.95012 -5.82891 0.19 -0.09 -0.06
H -4.17626 10.01220 -4.29867 -0.07 -0.04 -0.01
H -4.15794 9.41391 -1.89520 -0.09 0.07 0.01
H -2.67024 7.86066 -0.93995 0.55 -0.24 -0.11
C -3.81876 4.80207 1.19182 0.23 -0.17 -1.47
C -3.29881 4.44178 2.38479 0.89 -0.39 2.37
C -2.84169 5.37777 3.31516 -0.37 0.63 -0.44
C -3.10422 6.73705 3.07749 -0.20 -0.52 -0.11
C -3.63587 7.09017 1.82598 0.41 0.47 -0.67
C -3.80974 6.12505 0.81512 -0.96 1.06 0.77
C -4.12674 8.49826 1.54810 -0.63 -0.20 0.34
O -4.35678 8.92380 0.42344 0.34 -0.36 1.24
C -4.51821 9.26199 2.81347 -0.93 0.83 -0.15
C -5.52433 10.26953 2.73979 2.02 1.07 1.37
C -5.76538 11.10295 3.88898 0.44 -1.62 -1.13
C -5.08596 10.85628 5.06552 1.55 -1.57 0.85
C -4.12519 9.78157 5.20945 -1.80 0.49 -2.54
C -3.90485 8.97477 4.05353 0.61 -0.01 1.13
C -2.99902 7.72876 4.21124 -1.85 0.75 -1.96
O -2.41278 7.48851 5.21329 0.99 -0.17 1.40
H -4.13904 3.99756 0.54639 -0.09 0.15 -0.41
H -3.27158 3.40058 2.67041 0.19 -0.08 -0.11
H -2.36531 5.07472 4.23583 -0.12 0.00 0.11
H -4.14556 6.47523 -0.14977 -0.10 -0.15 -0.07
H -5.82577 10.66114 1.77949 -0.46 -0.56 -0.18
H -6.47583 11.91466 3.83618 -0.02 0.03 -0.09
H -5.24368 11.45344 5.95148 -0.19 0.24 -0.05
H -3.65153 9.54758 6.15141 0.07 0.05 -0.07
C -5.11784 -0.49851 9.58219 -0.35 1.63 -0.19
C -6.24123 0.37148 9.76024 2.36 -1.52 -0.01
C -6.80606 1.05407 8.69318 0.27 -0.34 -0.27
C -6.25188 0.97872 7.37018 1.31 -2.34 3.10
C -5.09259 0.08374 7.28219 -0.42 1.97 -1.86
C -4.47510 -0.52704 8.36571 -1.21 -0.62 0.16
C -4.40244 -0.02652 5.94208 2.83 -1.55 0.58
O -3.31783 -0.72840 5.84689 -4.47 3.05 -0.40
C -5.05270 0.78677 4.83522 1.31 -0.28 -2.45
C -4.40526 0.78499 3.52781 -0.17 -1.69 2.05
C -4.87422 1.43814 2.45324 -2.47 2.57 -1.19
C -6.09342 2.21640 2.52119 -0.15 -1.96 2.89
C -6.85368 2.08789 3.73533 2.41 0.59 -0.63
C -6.25507 1.49616 4.91512 -0.51 0.43 -0.87
C -6.89407 1.70372 6.25671 0.26 -1.10 -0.42
O -7.89016 2.34918 6.45496 -0.33 0.52 -0.31
H -4.60773 -1.03455 10.36886 -0.46 0.13 0.50
H -6.45083 0.51396 10.81009 -1.06 0.17 -0.13
H -7.71892 1.55267 8.98382 0.01 0.66 -0.75
H -3.58286 -1.13208 8.30064 0.05 0.14 -0.63
H -3.59288 0.10011 3.33447 0.43 0.10 0.50
H -4.38107 1.46923 1.49292 0.44 -0.35 0.06
H -6.47014 2.82849 1.71507 0.03 -0.20 -0.16
H -7.79202 2.61715 3.81148 -0.06 -0.06 0.28
C 2.33280 4.42852 -10.09143 -3.00 0.04 -0.92
C 3.47465 3.72262 -9.97387 0.98 -0.87 0.89
C 3.50375 2.58448 -9.12057 0.58 1.64 -1.34
C 2.32595 2.04082 -8.66284 -0.92 -0.31 0.08
C 1.06946 2.57965 -9.07367 1.51 1.10 0.38
C 1.11374 3.83748 -9.73772 -0.40 -1.62 1.33
C -0.21423 1.98626 -8.56434 1.74 -1.72 0.64
O -1.25513 2.47119 -8.82689 -2.63 1.52 -0.85
C -0.18731 0.73556 -7.69472 1.00 -0.58 1.14
C -1.39341 0.04569 -7.34862 0.13 0.07 -0.59
C -1.40943 -1.10729 -6.52882 1.90 1.50 -0.51
C -0.18165 -1.37345 -5.96154 1.97 -1.74 -0.14
C 1.05765 -0.82357 -6.29546 -0.72 2.27 -0.66
C 1.07778 0.31322 -7.16985 -1.39 -1.13 -0.21
C 2.37039 0.92755 -7.65779 -1.11 0.07 0.32
O 3.40529 0.56086 -7.17974 1.07 -0.31 0.24
H 2.15578 5.36504 -10.59937 0.89 0.21 -0.19
H 4.35962 4.06606 -10.48892 0.32 0.05 0.38
H 4.51958 2.32602 -8.86041 -0.29 -0.97 0.33
H 0.16990 4.33547 -9.90378 -0.02 0.10 -0.13
H -2.27428 0.44120 -7.83239 -0.24 -0.09 0.00
H -2.08481 -1.91804 -6.29871 -1.16 0.83 -0.41
H -0.04895 -2.28874 -5.40384 -0.41 0.06 0.50
H 1.95148 -1.21670 -5.83404 0.17 0.01 -0.14
C -4.42289 -5.52890 -4.05263 1.82 -1.14 2.90
C -3.94978 -4.57506 -3.08887 -0.08 0.73 -0.81
C -3.30049 -4.84481 -1.89278 -0.01 -2.35 -1.52
C -3.05118 -6.24126 -1.64330 -0.36 2.54 3.70
C -3.51061 -7.22308 -2.44141 -1.41 -1.90 -3.34
C -4.14442 -6.87345 -3.71304 -0.31 0.92 0.54
C -3.39744 -8.70422 -2.04905 0.57 -2.08 0.86
O -3.83309 -9.71633 -2.60653 -0.05 2.72 -0.47
C -2.62255 -9.03716 -0.76462 -0.22 1.10 -0.69
C -2.40642 -10.36103 -0.41517 0.95 -0.65 -0.70
C -1.65002 -10.72220 0.69767 -0.21 1.76 -0.47
C -1.15272 -9.66134 1.46832 -0.99 -0.09 0.90
C -1.51007 -8.31447 1.23872 -0.22 -1.58 0.10
C -2.17551 -8.01020 0.06230 -1.03 0.93 0.40
C -2.56696 -6.55358 -0.19729 2.12 -0.60 -0.63
O -2.23950 -5.70363 0.61862 -1.13 -0.51 -1.13
H -4.93811 -5.18244 -4.93633 0.07 -0.29 -0.06
H -4.06883 -3.54279 -3.38321 -0.17 0.29 0.22
H -2.93236 -4.11101 -1.19105 -0.17 0.11 -0.07
H -4.49497 -7.63602 -4.39274 0.14 -0.39 0.21
H -2.62944 -11.13042 -1.13954 -0.64 -0.01 0.08
H -1.53206 -11.76882 0.93661 0.33 0.08 0.13
H -0.70532 -9.91707 2.41745 0.36 0.12 0.06
H -1.49680 -7.60875 2.05615 0.76 0.33 -0.25
C 4.50671 -4.19815 -0.78165 -1.65 -0.47 1.24
C 5.84042 -4.26587 -0.45931 -0.40 -1.13 0.30
C 6.19339 -5.05533 0.64010 -0.19 -0.60 0.47
C 5.25762 -5.79734 1.46176 1.02 2.36 -3.24
C 3.90073 -5.62952 1.12650 -0.33 -0.80 0.88
C 3.54912 -4.91433 -0.01003 0.70 1.64 -0.30
C 2.84019 -6.25835 2.03880 -0.30 -0.65 -1.04
O 1.65320 -6.19859 1.77575 0.22 0.45 -0.05
C 3.30540 -7.09752 3.17055 0.94 -1.15 1.55
C 2.38525 -7.88341 4.01571 1.28 1.78 -1.09
C 2.84751 -8.60106 5.09040 0.89 0.67 0.97
C 4.21784 -8.50341 5.48872 -2.68 -1.28 -1.32
C 5.04779 -7.96499 4.57197 2.39 1.46 0.21
C 4.71467 -7.19237 3.43316 -2.47 -1.67 0.47
C 5.75947 -6.67470 2.49705 0.35 0.45 2.08
O 6.94528 -6.84971 2.72524 -0.59 -0.17 -0.47
H 4.08569 -3.49659 -1.48661 0.34 -0.20 -0.58
H 6.56026 -3.86077 -1.15510 0.32 0.39 0.47
H 7.25050 -5.06669 0.86098 0.04 -0.47 0.32
H 2.53096 -4.70555 -0.30356 -0.15 -0.38 0.50
H 1.31627 -7.77581 3.90571 -0.01 -0.08 -0.53
H 2.14939 -9.11912 5.73121 -0.15 -0.07 -0.04
H 4.58504 -9.03515 6.35406 0.03 0.17 0.07
H 6.07080 -8.01351 4.91474 0.52 0.18 -0.71
C -0.32651 -3.46749 0.86778 0.48 1.10 -3.62
C -0.43336 -2.65768 1.95522 -0.05 -3.18 1.65
C -0.79065 -1.36101 1.90900 -0.38 2.86 -0.85
C -1.06356 -0.72829 0.68784 1.08 -1.32 -1.05
C -0.94184 -1.55499 -0.48943 -0.72 2.16 0.23
C -0.54743 -2.85770 -0.39262 -0.51 -1.08 0.70
C -1.21374 -0.91308 -1.82623 1.05 -2.95 -1.71
O -1.18399 -1.54865 -2.90928 -0.28 0.37 2.56
C -1.35428 0.50969 -1.89026 0.11 2.18 -0.21
C -1.46261 1.03133 -3.19769 -0.50 2.73 1.31
C -1.68751 2.46109 -3.32788 -0.21 -2.13 1.39
C -1.78891 3.24962 -2.16172 0.51 -1.11 -1.59
C -1.50426 2.69569 -0.90828 0.04 1.11 0.19
C -1.29724 1.35154 -0.71234 -0.58 -0.38 -3.70
C -1.24561 0.77116 0.59324 -0.20 -2.84 0.44
O -1.44639 1.37312 1.60521 -0.11 1.55 1.60
H 0.05526 -4.46951 0.73895 -0.25 -0.27 1.27
H -0.34947 -3.22433 2.87080 0.37 0.65 0.64
H -0.75406 -0.72856 2.78368 -0.26 -0.15 0.26
H -0.55698 -3.47283 -1.28027 0.30 0.13 -0.25
H -1.44427 0.37944 -4.05856 0.04 -0.01 0.08
H -1.90579 2.86751 -4.30439 0.16 0.16 -0.05
H -2.06670 4.27401 -2.36140 0.16 0.24 0.69
H -1.40904 3.33908 -0.04608 -0.29 0.19 0.13
C 2.42402 -0.08844 -0.89117 -0.08 -2.00 2.35
C 2.33290 0.42665 -2.12960 0.20 0.43 -0.84
C 3.51788 0.84493 -2.74410 -1.98 -0.61 0.13
C 4.71132 0.47119 -2.15278 0.58 2.60 -3.25
C 4.78232 -0.08227 -0.92318 0.75 -1.83 1.60
C 3.62611 -0.37364 -0.25736 -0.74 0.20 0.03
C 6.08524 -0.46161 -0.29968 0.22 1.57 0.10
O 6.17124 -1.13349 0.69700 -0.28 -0.77 0.37
C 7.26236 0.26138 -0.83063 2.65 0.75 -0.55
C 8.49452 0.29916 -0.04784 -1.01 1.35 -2.52
C 9.60533 1.02859 -0.61049 -0.67 -2.30 2.91
C 9.58341 1.53115 -1.84779 -0.65 0.31 -2.19
C 8.42547 1.49750 -2.59517 -2.24 0.28 -0.13
C 7.20307 0.93812 -2.11275 2.60 -1.45 2.53
C 5.93457 1.00680 -2.84494 1.13 1.31 0.24
O 5.98319 1.72016 -3.82913 -1.50 -0.57 -0.44
H 1.59693 -0.51508 -0.34318 -0.68 0.38 -0.22
H 1.35306 0.42583 -2.58383 0.06 0.59 -0.37
H 3.33563 1.41500 -3.64310 1.06 -0.16 -0.38
H 3.59529 -0.84296 0.71485 0.33 0.05 -0.05
H 8.47820 -0.18382 0.91801 0.27 0.07 0.01
H 10.57056 1.12002 -0.13471 -0.15 -0.29 0.73
H 10.48455 1.89850 -2.31619 0.03 0.34 0.16
H 8.37907 2.05420 -3.51947 0.01 -0.29 -0.29
C 5.40085 -2.88601 4.39068 -1.00 0.11 -1.08
C 4.12687 -1.98070 4.49698 2.30 -0.79 -0.35
C 3.27207 -1.78419 3.24889 1.40 1.75 0.20
O 1.97602 -2.07989 3.70984 -1.57 1.58 -4.60
C 1.92960 -2.71427 4.79374 1.90 -1.36 3.22
O 0.97229 -3.23537 5.28803 0.57 0.22 0.06
O 3.23224 -2.68921 5.29097 -1.76 -1.18 2.46
H 6.20356 -2.45164 3.79481 -0.16 0.29 -0.11
H 5.04047 -3.76174 3.85094 0.36 -0.44 0.10
H 5.83989 -3.17723 5.34490 -0.45 0.15 0.12
H 4.50821 -1.04532 4.90655 -0.95 0.20 0.40
H 3.63246 -2.34540 2.38676 -0.55 -0.44 -0.01
H 3.26502 -0.71703 3.02704 0.04 -0.08 -0.39
C 1.06280 -6.26809 -1.64645 0.67 -0.01 -2.40
C 1.35533 -5.87621 -3.16894 -2.78 -0.68 2.76
C 0.22582 -4.99343 -3.75119 0.87 1.41 0.82
O 0.96592 -3.78045 -4.00237 2.23 0.49 -1.48
C 2.40379 -3.98697 -3.88708 -0.76 3.21 -1.04
O 3.30011 -3.20743 -4.22685 -3.29 -2.33 0.98
O 2.54404 -5.08654 -3.21506 0.70 -2.32 -0.10
H 0.41919 -7.14590 -1.70395 -0.36 0.19 0.32
H 0.60963 -5.43040 -1.11636 0.27 -0.30 0.24
H 2.02924 -6.63011 -1.29568 -0.23 0.27 0.60
H 1.30211 -6.86093 -3.63327 1.40 0.33 -0.80
H -0.55250 -4.64162 -3.07404 0.16 -0.48 0.68
H -0.38025 -5.37237 -4.57410 0.85 -0.06 -0.69
C -0.70704 0.99562 7.04747 0.26 -0.12 -0.29
C -0.10392 0.69548 5.67106 0.10 -1.24 2.39
C -0.09587 1.83953 4.73250 1.52 0.21 -1.70
O 1.29181 1.93397 4.38752 1.10 0.35 -0.83
C 2.05139 1.12019 5.08492 3.13 -0.69 0.72
O 3.28340 1.05670 4.96218 -3.11 -0.04 0.33
O 1.32129 0.39431 5.97595 -0.14 1.08 -1.35
H -1.78189 1.17288 7.08475 0.03 -0.22 -0.31
H -0.21267 1.90895 7.37841 0.00 0.07 0.15
H -0.42714 0.20486 7.74349 -0.21 -0.03 -0.06
H -0.42253 -0.20638 5.14833 -0.55 0.00 0.44
H -0.25703 2.86985 5.04962 -1.22 -0.39 0.28
H -0.50528 1.49190 3.78401 -1.01 0.92 0.17
```
Forces are in eV/Å.

* structure (SMILES): O=C1c2ccccc2C(=O)c2ccccc21.O=C1c2ccccc2C(=O)c2ccccc21.O=C1c2ccccc2C(=O)c2ccccc21.O=C1c2ccccc2C(=O)c2ccccc21.O=C1c2ccccc2C(=O)c2ccccc21.O=C1c2ccccc2C(=O)c2ccccc21.O=C1c2ccccc2C(=O)c2ccccc21.O=C1c2ccccc2C(=O)c2ccccc21.C[C@H]1COC(=O)O1.C[C@H]1COC(=O)O1.C[C@H]1COC(=O)O1
* charge: 0
* gap between HOMO and LUMO: 7.87 eV
* DFT total energy: -181101.691 eV


C12H10AuFN2SSe3Te | the ωB97M-V functional and the def2-TZVPD basis

The geometry in XYZ format:
```
31
Properties=species:S:1:pos:R:3:forces:R:3
Au -0.12479 0.40701 -0.11090 0.52 0.11 0.15
Se -2.44505 -0.34095 0.12975 -0.27 0.00 -0.18
Se -3.30967 0.38923 2.07158 -0.28 -0.15 0.09
Te -2.20261 2.53839 2.69875 0.21 0.15 0.28
Se -0.54381 2.74965 0.97873 -0.15 -0.06 -0.45
N 3.07643 -4.26935 4.97872 0.03 -0.03 0.08
C 2.53161 -3.06363 5.19270 -0.08 0.05 -0.26
S 2.49522 -2.38494 6.68683 0.00 0.00 0.06
C 1.95982 -2.38468 3.97221 0.07 -0.06 0.18
C 1.96795 -2.96520 2.70719 0.01 -0.04 -0.05
C 1.42173 -2.27432 1.63872 0.00 0.06 0.09
N 0.88599 -1.06516 1.76364 0.00 -0.23 -0.08
C 0.88147 -0.50230 2.96727 0.01 0.05 0.03
C 1.39896 -1.12069 4.09217 -0.02 0.04 -0.04
H 3.47461 -4.75383 5.76510 0.00 0.00 0.00
H 3.11985 -4.70161 4.07509 0.00 0.01 -0.01
H 2.38259 -3.94314 2.50556 0.00 0.00 0.01
H 1.42138 -2.70563 0.64482 0.00 -0.01 0.00
H 0.45408 0.49378 3.02484 0.00 -0.02 0.01
H 1.37446 -0.63427 5.05631 0.01 0.01 0.00
F 5.62956 1.08878 -2.30696 -0.02 0.00 0.00
C 4.36230 0.99850 -1.84184 0.04 0.02 0.00
C 3.60870 -0.10754 -2.16819 -0.01 0.01 0.01
C 2.31198 -0.19065 -1.67309 -0.15 -0.04 0.01
C 1.75523 0.80619 -0.86567 0.20 0.18 0.05
C 2.56377 1.90825 -0.57669 -0.10 0.04 0.01
C 3.86308 2.01601 -1.05741 0.00 -0.04 -0.03
H 4.02986 -0.87971 -2.79828 -0.01 -0.01 0.01
H 1.72496 -1.06255 -1.94616 0.01 -0.01 0.01
H 2.18979 2.71894 0.03653 0.00 -0.03 0.02
H 4.48428 2.87213 -0.82988 -0.01 0.00 0.01
```
Forces are in eV/Å.

* relative energy (zero: lowest compared OMol25 entry of this formula, charge and spin): 30.6 kcal/mol
* charge: 0
* gap between HOMO and LUMO (alpha / beta): 4.48 / 4.51 eV
* DFT total energy: -236162.602 eV


C12H10B2F8MnN2O4 | the ωB97M-V functional and the def2-TZVPD basis

The geometry in XYZ format:
```
39
Properties=species:S:1:pos:R:3:forces:R:3
Mn -0.06411 -3.30549 -0.47742 -0.53 0.71 -0.20
B -2.55447 -4.16707 1.58048 -1.80 -2.11 2.79
F -2.01429 -4.98847 2.59731 0.77 0.85 -0.91
F -1.64108 -3.91280 0.49214 0.74 -0.25 -1.00
F -3.61657 -4.91577 1.08227 0.10 0.85 -0.70
F -2.88737 -2.94016 2.10726 -0.07 0.37 -0.33
B 1.62625 -2.62336 1.09477 2.62 1.88 2.65
F 2.38968 -2.51092 -0.04187 0.00 -0.86 -1.47
F 0.46468 -1.85839 0.82331 -0.92 0.58 0.38
F 1.16526 -3.92183 1.29654 -0.36 -0.87 -0.68
F 2.34282 -2.11026 2.16153 -0.73 -0.45 -0.30
C 4.72845 3.35403 -0.11244 1.07 -0.46 2.02
C 4.04971 2.53365 0.77856 -1.68 0.04 -1.00
C 3.08391 1.69300 0.21371 0.03 -0.55 0.07
C 2.96729 1.56539 -1.16748 1.40 0.43 0.03
C 3.84989 2.23688 -2.03269 -0.18 -0.54 0.23
C 4.73832 3.13545 -1.46062 -0.90 1.13 -0.43
N 1.92374 0.69803 -1.69754 -1.64 -0.05 -0.89
O 1.22216 0.05050 -0.93645 0.68 0.16 0.54
O 1.66679 0.73360 -2.89279 0.98 0.21 0.12
H 5.39834 4.08743 0.32266 -0.06 0.18 -0.21
H 4.04785 2.68298 1.84748 0.32 -0.07 0.03
H 2.41635 1.06840 0.79433 0.08 0.17 0.24
H 3.89656 2.02010 -3.08991 -0.42 0.14 -0.05
H 5.24003 3.93919 -1.98686 0.34 -0.73 -0.75
C -4.33380 1.38308 1.13623 -1.14 0.81 -0.92
C -3.67503 0.25964 1.53113 0.93 -0.69 0.28
C -2.69166 -0.27661 0.70523 -0.13 -0.58 -1.04
C -2.57873 0.20061 -0.60456 -0.12 -0.31 0.67
C -3.36440 1.24405 -1.07142 0.50 0.58 0.07
C -4.19326 1.87204 -0.16883 -0.22 -0.15 0.14
N -1.69853 -0.47951 -1.56829 -0.01 0.31 0.44
O -1.55509 -0.00481 -2.65012 0.03 0.13 -0.52
O -1.13706 -1.52166 -1.21876 -0.02 -0.91 0.16
H -5.09137 1.84647 1.75544 0.11 -0.06 0.18
H -3.92351 -0.25024 2.45175 0.27 0.16 0.16
H -2.12788 -1.15207 0.99487 -0.07 0.11 0.15
H -3.25673 1.65083 -2.06622 -0.03 -0.31 -0.11
H -4.81314 2.68407 -0.52273 0.07 0.13 0.15
```
Forces are in eV/Å.

* relative energy (zero: lowest compared OMol25 entry of this formula, charge and spin): 0.0 kcal/mol
* charge: 0
* gap between HOMO and LUMO (alpha / beta): 8.56 / 8.37 eV
* DFT total energy: -78195.609 eV
* multiplicity: 6


Which value of charge does entry 3 give? 0